1.
{"formula": "C22H22N3O4SW", "method": "ωB97M-V/def2-TZVPD", "species": ["W", "O", "S", "O", "O", "O", "C", "C", "C", "C", "C", "C", "C", "N", "C", "N", "C", "C", "C", "C", "C", "C", "C", "N", "C", "C", "C", "C", "C", "C", "C", "H", "H", "H", "H", "H", "H", "H", "H", "H", "H", "H", "H", "H", "H", "H", "H", "H", "H", "H", "H", "H", "H"], "positions_angstrom": [[-0.18, 2.37, 1.58], [-0.81, 6.12, 2.48], [-0.55, 4.75, 2.17], [-1.78, 3.81, 1.88], [0.28, 4.47, 0.88], [0.20, 3.87, 3.23], [-2.56, -2.24, -2.60], [-1.22, -2.93, -2.36], [-0.93, -4.21, -2.83], [0.33, -4.77, -2.59], [1.31, -4.07, -1.87], [1.02, -2.77, -1.42], [-0.24, -2.22, -1.62], [-0.54, -0.91, -1.18], [-0.31, -0.29, 0.01], [0.17, -0.98, 1.07], [0.65, -0.53, 2.34], [0.70, 0.80, 2.75], [1.33, 1.12, 3.95], [1.77, 0.14, 4.82], [1.68, -1.21, 4.49], [1.15, -1.53, 3.22], [1.08, -3.00, 2.84], [-0.68, 0.98, 0.15], [-0.76, 1.94, -0.89], [-2.02, 2.48, -1.17], [-2.21, 3.41, -2.20], [-1.14, 3.70, -3.07], [0.12, 3.15, -2.81], [0.36, 2.33, -1.68], [1.77, 1.99, -1.28], [-3.30, -2.96, -2.99], [-2.52, -1.44, -3.37], [-2.97, -1.85, -1.67], [-1.69, -4.74, -3.40], [0.54, -5.76, -2.98], [2.29, -4.51, -1.71], [1.78, -2.19, -0.89], [-1.20, -0.37, -1.78], [0.25, -1.98, 0.94], [1.40, 2.18, 4.23], [2.16, 0.45, 5.77], [2.00, -1.97, 5.18], [1.52, -3.57, 3.67], [1.67, -3.24, 1.91], [0.04, -3.37, 2.70], [-2.85, 2.22, -0.49], [-3.17, 3.89, -2.31], [-1.29, 4.35, -3.92], [0.94, 3.36, -3.47], [2.39, 2.28, -2.13], [1.91, 0.89, -1.15], [2.09, 2.55, -0.39]], "total_charge": 1, "lumo_energy_ev": [-5.1, -4.7], "molar_mass_g_mol": 608.34, "multiplicity": 3, "e_homo_ev": [-11.853, -11.842]}

=====

2.
{"formula": "C22H22N6O2S2", "method": "ωB97M-V/def2-TZVPD", "species": ["C", "C", "C", "N", "N", "C", "N", "C", "O", "C", "S", "C", "N", "N", "C", "C", "C", "C", "C", "C", "C", "O", "N", "C", "C", "C", "C", "C", "C", "C", "C", "S", "H", "H", "H", "H", "H", "H", "H", "H", "H", "H", "H", "H", "H", "H", "H", "H", "H", "H", "H", "H", "H", "H"], "positions_angstrom": [[3.95, 2.27, 2.16], [2.53, 2.39, 2.71], [1.85, 1.07, 2.76], [0.59, 0.89, 2.58], [0.20, -0.37, 2.65], [1.16, -1.20, 2.87], [0.98, -2.56, 3.04], [1.60, -3.60, 2.40], [1.43, -4.73, 2.76], [2.39, -3.24, 1.16], [1.16, -2.93, -0.16], [1.26, -1.19, -0.26], [2.30, -0.44, -0.01], [1.93, 0.82, -0.26], [0.67, 0.84, -0.65], [-0.04, 2.06, -0.99], [-1.36, 2.05, -1.43], [-2.02, 3.22, -1.74], [-1.36, 4.44, -1.62], [-0.05, 4.47, -1.19], [0.63, 3.30, -0.87], [1.90, 3.41, -0.46], [0.19, -0.44, -0.67], [-1.09, -0.99, -0.91], [-1.98, -1.10, 0.15], [-3.22, -1.67, -0.06], [-3.58, -2.13, -1.32], [-4.92, -2.77, -1.55], [-2.67, -2.01, -2.37], [-1.42, -1.45, -2.19], [-0.44, -1.32, -3.31], [2.72, -0.42, 3.07], [3.95, 1.74, 1.21], [4.58, 1.73, 2.86], [4.37, 3.26, 2.01], [1.93, 3.05, 2.08], [2.55, 2.81, 3.72], [0.26, -2.84, 3.70], [3.00, -2.35, 1.24], [2.99, -4.10, 0.85], [-1.89, 1.12, -1.53], [-3.04, 3.19, -2.08], [-1.87, 5.36, -1.86], [0.48, 5.41, -1.08], [2.27, 2.51, -0.30], [-1.68, -0.74, 1.12], [-3.91, -1.76, 0.76], [-5.63, -2.45, -0.81], [-5.30, -2.52, -2.54], [-4.82, -3.85, -1.49], [-2.95, -2.37, -3.35], [0.46, -1.91, -3.10], [-0.14, -0.28, -3.45], [-0.87, -1.68, -4.24]], "total_charge": 0, "lumo_energy_ev": 0.4, "smiles": "CCc1nnc(NC(=O)CSc2nnc(-c3ccccc3O)n2-c2ccc(C)cc2C)s1", "molar_mass_g_mol": 466.59, "de_lowest_kj_mol": 0.0, "e_homo_ev": -8.160}

=====

3.
{"formula": "C22H22N6OY", "method": "ωB97M-V/def2-TZVPD", "species": ["Y", "N", "C", "N", "C", "N", "C", "C", "N", "C", "C", "N", "H", "H", "H", "H", "H", "C", "C", "C", "C", "C", "C", "C", "H", "H", "H", "H", "H", "C", "C", "N", "O", "H", "H", "H", "H", "H", "C", "C", "C", "C", "C", "C", "C", "H", "H", "H", "H", "H", "H", "H"], "positions_angstrom": [[9.96, 7.55, 9.77], [6.23, 5.29, 10.49], [7.54, 5.25, 10.64], [8.05, 6.41, 10.19], [6.94, 7.20, 9.92], [5.81, 6.53, 10.04], [7.08, 8.55, 9.45], [6.01, 9.31, 8.86], [6.15, 10.57, 8.48], [7.36, 11.12, 8.69], [8.37, 10.47, 9.36], [8.30, 9.16, 9.65], [5.54, 4.55, 10.76], [8.16, 4.44, 10.98], [5.02, 8.82, 8.76], [7.42, 12.17, 8.31], [9.31, 10.98, 9.55], [11.09, 7.69, 11.58], [12.03, 7.72, 12.50], [12.11, 8.95, 13.22], [13.06, 9.06, 14.23], [13.99, 8.02, 14.41], [14.07, 6.89, 13.55], [13.13, 6.75, 12.53], [11.43, 9.75, 12.92], [13.16, 9.93, 14.84], [14.78, 8.10, 15.15], [14.89, 6.21, 13.71], [13.16, 5.96, 11.78], [8.89, 5.34, 6.43], [9.23, 6.76, 6.56], [9.03, 7.62, 5.56], [9.76, 7.13, 7.65], [8.25, 5.17, 5.55], [8.44, 5.08, 7.40], [9.80, 4.74, 6.30], [8.72, 7.34, 4.66], [9.24, 8.60, 5.77], [12.54, 8.13, 8.77], [12.52, 9.50, 8.52], [12.40, 10.47, 9.60], [12.20, 11.81, 9.31], [12.10, 12.29, 7.96], [12.23, 11.36, 6.90], [12.48, 10.00, 7.18], [12.90, 7.79, 9.76], [12.46, 7.41, 7.96], [12.51, 10.14, 10.63], [12.23, 12.56, 10.11], [12.13, 13.36, 7.77], [12.14, 11.69, 5.87], [12.58, 9.28, 6.35]], "total_charge": -1, "lumo_energy_ev": [1.9, 1.9], "molar_mass_g_mol": 475.36, "e_homo_ev": [-1.825, -1.498]}

=====

4.
{"formula": "C22H23BBr2N", "method": "ωB97M-V/def2-TZVPD", "species": ["Br", "C", "C", "C", "C", "C", "C", "C", "C", "C", "C", "C", "Br", "C", "C", "C", "C", "H", "H", "H", "H", "H", "H", "H", "H", "H", "H", "H", "C", "C", "N", "B", "H", "C", "C", "C", "C", "C", "H", "H", "H", "H", "H", "H", "H", "H", "H", "H", "H"], "positions_angstrom": [[1.23, -7.39, 3.11], [0.72, -5.62, 2.70], [-0.60, -5.19, 2.91], [-0.93, -3.86, 2.71], [0.05, -2.90, 2.30], [-0.28, -1.51, 2.25], [0.61, -0.50, 1.91], [0.28, 0.86, 1.90], [1.26, 1.88, 1.67], [1.16, 3.19, 2.22], [2.22, 4.09, 2.09], [3.39, 3.71, 1.40], [4.90, 4.85, 1.33], [3.44, 2.48, 0.73], [2.39, 1.58, 0.87], [1.36, -3.38, 2.05], [1.69, -4.72, 2.23], [-1.35, -5.91, 3.21], [-1.96, -3.52, 2.88], [-1.29, -1.22, 2.54], [1.64, -0.77, 1.67], [-0.72, 1.14, 2.27], [0.27, 3.47, 2.78], [2.18, 5.08, 2.54], [4.30, 2.21, 0.13], [2.45, 0.62, 0.36], [2.14, -2.68, 1.74], [2.69, -5.07, 2.00], [-3.82, 2.06, -2.85], [-2.57, 1.33, -3.25], [-1.63, 1.01, -2.32], [-1.83, 1.43, -0.79], [-0.87, 1.13, 0.00], [-0.52, 0.33, -2.70], [0.51, -0.03, -1.69], [-0.32, -0.03, -4.03], [-1.26, 0.30, -5.00], [-2.40, 0.98, -4.59], [-4.44, 2.20, -3.74], [-4.41, 1.49, -2.12], [-3.60, 3.05, -2.43], [-1.95, 2.64, -0.72], [-2.81, 0.86, -0.34], [1.34, -0.56, -2.20], [0.94, 0.86, -1.21], [0.11, -0.71, -0.92], [0.60, -0.56, -4.28], [-1.11, 0.04, -6.04], [-3.18, 1.27, -5.29]], "total_charge": 1, "lumo_energy_ev": -5.4, "molar_mass_g_mol": 472.05, "de_lowest_kj_mol": 0.0, "e_homo_ev": -11.614}

=====

5.
{"formula": "C22H23BF4IrN3", "method": "ωB97M-V/def2-TZVPD", "species": ["Ir", "C", "C", "C", "C", "C", "C", "C", "N", "C", "N", "C", "C", "C", "C", "C", "C", "C", "N", "C", "C", "C", "C", "C", "C", "C", "H", "H", "H", "H", "H", "H", "H", "H", "H", "H", "H", "H", "H", "H", "H", "H", "H", "H", "H", "H", "H", "H", "F", "B", "F", "F", "F", "H"], "positions_angstrom": [[0.00, 0.00, 0.00], [-5.22, -0.81, -4.60], [-5.03, -2.10, -3.85], [-5.87, -3.19, -4.15], [-5.73, -4.40, -3.47], [-4.75, -4.54, -2.50], [-3.91, -3.47, -2.19], [-4.03, -2.24, -2.86], [-3.19, -1.14, -2.57], [-2.34, -1.02, -1.48], [-3.01, -1.25, -0.30], [-2.60, -1.12, 1.04], [-1.30, -0.71, 1.39], [-0.87, -0.63, 2.71], [-1.73, -0.97, 3.74], [-3.02, -1.40, 3.43], [-3.46, -1.49, 2.10], [-4.86, -1.98, 1.83], [-1.08, -0.69, -1.56], [-0.49, -0.44, -2.81], [-0.48, 0.87, -3.30], [0.07, 1.16, -4.55], [0.62, 0.14, -5.31], [0.64, -1.17, -4.82], [0.10, -1.47, -3.56], [0.12, -2.88, -3.06], [-6.09, -0.85, -5.25], [-4.34, -0.61, -5.22], [-5.37, 0.02, -3.90], [-6.64, -3.10, -4.91], [-6.39, -5.24, -3.71], [-4.64, -5.49, -1.98], [-3.14, -3.63, -1.45], [-2.75, -0.83, -3.43], [-4.01, -1.32, -0.42], [0.15, -0.30, 2.92], [-1.41, -0.91, 4.77], [-3.69, -1.67, 4.25], [-5.37, -2.28, 2.76], [-4.84, -2.86, 1.18], [-5.46, -1.19, 1.37], [-0.91, 1.67, -2.70], [0.07, 2.18, -4.92], [1.06, 0.36, -6.28], [1.09, -1.95, -5.43], [0.88, -3.47, -3.58], [-0.85, -3.35, -3.21], [0.38, -2.91, -1.99], [-2.74, 2.88, -1.13], [-1.72, 2.95, -0.10], [-2.36, 3.18, 1.19], [-0.81, 4.04, -0.39], [-0.99, 1.70, -0.06], [0.87, -1.49, 0.05]], "total_charge": 1, "lumo_energy_ev": [-5.0, -7.3], "molar_mass_g_mol": 608.47, "multiplicity": 2, "e_homo_ev": [-12.007, -11.953]}